# 1
# C8H12FO6

A 3-piece molecular cluster, C8H12FO6 overall at a distorted geometry (the ωB97M-V functional and the def2-TZVPD basis, the Open Molecules 2025 dataset).

Each line ends with the Löwdin charge.
Cartesian coordinates (Å):
F: 4.3463 -17.8114 22.7952  -0.7260
O: -0.1595 -18.0736 22.7312  0.0434
O: 0.3028 -19.8879 23.8646  0.0598
O: 7.5042 -20.3591 21.4113  0.1706
O: 9.2119 -21.6924 21.5382  0.0552
O: -1.5404 -20.0141 22.4948  0.0543
O: 7.2538 -22.1694 22.4550  0.1119
C: -0.5331 -19.3816 22.9435  -0.4627
C: 1.1014 -17.7442 23.0862  -0.4029
C: 6.2153 -20.1260 22.0134  -0.0151
C: 5.9177 -21.5978 22.4946  -0.3015
C: 8.0143 -21.3848 21.7540  -0.7300
C: 1.2651 -18.8404 24.1472  -0.1091
C: 1.1864 -16.3624 23.8020  -0.0210
C: 5.1543 -21.8968 23.7224  0.0038
H: 5.2666 -21.9279 21.4914  0.1895
H: 2.3756 -19.0212 23.9376  0.1329
H: 4.1642 -21.3254 23.6776  0.1372
H: 5.5497 -19.6581 21.4875  0.0625
H: 0.5573 -16.4157 24.6877  0.0771
H: 6.2758 -19.7000 22.9655  0.1068
H: 2.3367 -16.1650 23.7139  0.1248
H: 5.8367 -21.3197 24.3147  0.0940
H: 1.0162 -18.4483 25.1319  0.1186
H: 0.7311 -15.7093 23.1268  0.0400
H: 5.1180 -22.7870 24.0038  -0.0017
H: 1.9192 -17.8667 22.1861  0.1875

Cartesian forces, eV/Å:
F -0.40 -0.37 0.05
O -5.05 -0.87 -3.07
O 0.81 0.40 -0.88
O -3.81 8.03 -2.86
O -2.54 0.54 0.18
O 4.27 3.18 1.51
O -2.69 -1.47 1.65
C -2.87 -1.39 -0.49
C 2.94 -0.55 0.82
C 3.22 -5.06 4.86
C -2.26 -0.89 -6.64
C 8.12 -6.23 1.07
C 3.09 0.34 -0.30
C 2.21 -1.95 -1.96
C 0.11 9.74 -2.34
H 1.75 -0.42 2.24
H -1.29 -1.04 1.22
H 1.32 -1.01 0.15
H -3.53 2.56 -3.46
H 0.79 0.29 0.48
H 0.91 2.15 1.10
H -2.01 -0.11 1.31
H -0.21 0.20 2.01
H 0.33 -0.22 0.08
H -0.73 1.50 -1.03
H -0.50 -7.78 2.10
H -1.97 0.46 2.20

Output
E_HOMO: -0.196 hartree
Strongest force on any atom: 0.200 hartree/bohr
Charge: -1
Energy above the lowest of the compared OMol25 structures with the same formula, charge and spin: 225.8 kJ/mol
Lowest unoccupied orbital energy: 3.137 eV

---

# 2
# C4H14NO2S

A 3-piece molecular cluster, C4H14NO2S overall at a distorted geometry (the ωB97M-V functional and the def2-TZVPD basis, the Open Molecules 2025 dataset).

Each line ends with the Löwdin charge.
Cartesian coordinates (Å):
S: 0.2300 -3.4168 -0.0062  0.0402
O: -3.9874 -1.2909 0.8539  -0.0725
O: -3.7443 5.1135 0.2943  -0.0577
N: 1.8837 -0.0295 -1.0433  -0.1252
C: 1.7957 0.1542 1.4657  -0.1029
C: 1.1964 -1.2445 -1.4145  -0.3728
C: -0.1152 -1.7154 -0.6651  -0.7401
C: 2.6473 -0.1294 0.1993  -0.2822
H: 0.7455 0.3911 1.3096  0.0526
H: 1.8294 -0.5972 2.2210  0.0469
H: 0.8304 -1.0313 -2.4588  0.0898
H: 3.1140 -1.1031 0.1962  0.0951
H: -3.6866 5.4422 -0.5951  0.0194
H: 2.3139 1.0168 1.9338  0.0548
H: 1.3019 0.8026 -0.9912  0.0943
H: -3.6233 -0.7147 0.1670  0.0302
H: 1.8174 -2.1634 -1.5429  0.0576
H: -3.8497 -2.1729 0.5068  0.0289
H: -2.9229 4.7742 0.6648  0.0382
H: -0.8519 -1.6611 -1.4365  0.0010
H: -0.4144 -1.0531 0.1509  0.0060
H: 3.4900 0.6289 0.1903  0.0984

Cartesian forces, eV/Å:
S -0.69 0.38 -0.05
O -0.17 0.49 -0.24
O -0.81 -0.15 1.10
N 1.33 -0.01 0.60
C 1.36 1.11 0.34
C -1.87 0.03 -1.80
C 2.02 -0.60 0.52
C -0.21 1.02 -0.18
H 0.13 0.05 -0.37
H 0.00 -0.97 0.32
H 0.37 -0.19 0.54
H 0.00 -0.36 0.24
H 0.75 -0.07 -0.36
H -0.72 -0.10 0.04
H -0.22 -0.48 -0.23
H 0.01 -0.20 0.26
H 0.12 1.09 0.55
H 0.25 -0.31 0.01
H 0.06 0.22 -0.74
H -1.02 -0.35 -0.30
H 0.13 0.11 -0.08
H -0.81 -0.72 -0.15

Output
E_HOMO: -0.089 hartree
Strongest force on any atom: 0.050 hartree/bohr
Charge: -1
Energy above the lowest of the compared OMol25 structures with the same formula, charge and spin: 174.5 kJ/mol
Lowest unoccupied orbital energy: 2.544 eV

---

# 3
# C12H14FO6S2

An isolated ion of composition C12H14FO6S2 and charge -1 at a distorted geometry (the ωB97M-V functional and the def2-TZVPD basis, the Open Molecules 2025 dataset).

Each line ends with the Löwdin charge.
Cartesian coordinates (Å):
S: -4.0519 1.0414 3.7220  0.7862
S: -0.0638 0.1372 1.5955  0.5991
F: 1.2214 -0.8226 1.8963  -0.2381
O: -4.9028 0.6830 4.8405  -0.3227
O: 0.1881 0.8019 0.3460  -0.3288
O: -0.0936 0.9482 2.8003  -0.3427
O: -1.4748 -1.5669 5.0427  -0.0060
O: -3.6849 -1.8969 4.7506  0.0806
O: -4.6172 1.2155 2.3540  -0.3591
C: -2.6703 -1.2879 4.4659  -0.4676
C: -0.0665 -3.2391 6.0977  -0.0839
C: -2.3652 4.7329 3.2518  -0.0738
C: -3.5099 3.1903 5.2856  -0.0628
C: -3.2765 2.6374 4.0300  -0.2632
C: -2.6103 -0.1262 3.4838  -0.1926
C: -1.3096 -0.9611 1.5130  -0.3701
C: -2.7276 3.4022 2.9950  -0.0365
C: -3.1238 4.5147 5.5191  -0.0899
C: -1.4924 -2.7070 5.9790  -0.2008
C: -2.5440 5.2812 4.5177  -0.0979
C: -2.6110 -0.4410 1.8398  -0.2480
H: -0.0863 -4.0895 6.8026  0.0723
H: 0.6443 -2.4755 6.4615  0.0771
H: -3.3035 4.9199 6.5030  0.0936
H: -2.9022 0.3293 1.1111  0.1056
H: -4.0035 2.5882 6.0380  0.1037
H: -3.4065 -1.1424 1.9079  0.0932
H: 0.3367 -3.5852 5.1236  0.0840
H: -2.2337 6.3079 4.7317  0.1008
H: -1.0596 -2.0089 1.4079  0.0532
H: -1.9418 5.3272 2.4518  0.1005
H: -1.5840 0.3194 3.4701  0.0723
H: -2.5924 2.9782 2.0006  0.1211
H: -1.8562 -2.3213 6.9399  0.1226
H: -2.1703 -3.4843 5.5951  0.1183

Cartesian forces, eV/Å:
S 0.73 -0.02 -2.43
S -0.67 -1.82 0.00
F -0.31 0.34 -0.66
O 0.43 0.42 -0.47
O 0.94 0.57 0.28
O 0.36 0.83 -0.59
O -0.34 -0.55 0.15
O 0.75 0.29 -0.37
O 0.17 -0.23 2.59
C -0.85 -0.28 -0.28
C 0.22 0.04 -0.18
C -0.02 -0.69 -0.06
C 0.46 0.42 -0.43
C -0.74 0.31 0.30
C 0.06 1.29 -0.92
C 1.70 -1.12 -0.33
C 0.09 0.18 0.21
C -0.14 -0.53 0.15
C 0.38 0.56 -0.69
C -0.02 0.02 0.08
C -0.42 -0.51 1.64
H 0.15 0.32 -0.27
H -0.45 -0.28 -0.01
H 0.05 0.21 0.09
H -0.26 0.46 1.33
H 0.04 0.10 0.02
H -0.53 -1.11 -1.17
H -0.44 0.13 0.50
H -0.16 -0.33 -0.14
H 0.11 0.22 0.10
H 0.02 -0.03 0.03
H -1.33 0.54 1.26
H -0.08 0.05 0.29
H -0.04 -0.22 -0.22
H 0.16 0.42 0.19

Output
E_HOMO: -0.121 hartree
Strongest force on any atom: 0.051 hartree/bohr
Structure (SMILES): CCOC(=O)[C@@H](CC=[S@](=O)([O-])F)S(=O)(=O)c1ccccc1
Charge: -1
Energy above the lowest of the compared OMol25 structures with the same formula, charge and spin: 80.8 kJ/mol
Lowest unoccupied orbital energy: 2.973 eV